1.
Density functional theory data (the ωB97M-V functional and the def2-TZVPD basis) for a molecular structure, C23H24ClF5N2O6PPtSi at a distorted geometry.

The geometry in ORCA input format:
```
! wB97M-V def2-TZVPD RIJCOSX def2/J DEFGRID3
* xyz -1 1
Pt -1.070 -0.118 -0.015
O 3.378 -0.300 3.875
C 3.919 -0.161 2.690
O 5.117 -0.077 2.528
C 2.972 -0.110 1.534
C 3.334 -0.023 0.197
Cl 4.927 0.114 -0.374
N 2.199 0.008 -0.561
N 1.133 -0.061 0.259
C 1.562 -0.136 1.505
C 0.554 -0.120 2.633
O 1.000 -0.046 3.802
O -0.649 -0.130 2.309
C 2.011 0.081 -1.983
C 0.725 0.265 -2.477
C 0.499 0.313 -3.840
C 1.552 0.209 -4.735
C 2.834 0.028 -4.246
C 3.068 -0.046 -2.882
H 2.351 -0.222 3.857
H -0.125 0.363 -1.801
H -0.515 0.438 -4.195
H 1.374 0.272 -5.801
H 3.670 -0.062 -4.927
H 4.070 -0.206 -2.534
C -0.707 5.032 0.673
P -0.232 3.328 1.099
C 1.550 3.409 1.454
C -1.055 3.013 2.682
O -0.545 2.367 0.008
H -0.437 5.722 1.473
H -1.786 5.051 0.521
H -0.214 5.324 -0.253
H 1.804 4.277 2.062
H 2.078 3.459 0.501
H 1.851 2.501 1.978
H -0.563 3.572 3.478
H -1.019 1.944 2.896
H -2.100 3.317 2.612
F -3.311 -1.566 1.547
C -3.889 -0.704 0.703
C -3.094 0.077 -0.131
C -3.785 0.939 -0.966
F -3.106 1.735 -1.815
C -5.166 1.034 -0.987
F -5.789 1.884 -1.817
C -5.916 0.238 -0.142
F -7.253 0.304 -0.161
C -5.272 -0.641 0.709
F -6.000 -1.418 1.523
C 1.658 -3.573 -1.418
Si 0.003 -3.364 -0.486
C 0.397 -3.454 1.377
C -1.003 -4.952 -0.805
O -0.763 -2.061 -0.952
H 1.910 -4.628 -1.551
H 2.492 -3.101 -0.891
H 1.595 -3.117 -2.410
H 0.734 -4.451 1.670
H -0.503 -3.209 1.946
H 1.171 -2.737 1.661
H -0.381 -5.839 -0.662
H -1.398 -4.972 -1.823
H -1.848 -5.012 -0.115
*
```

Properties
- Energy: -86033.388 eV
- HOMO (alpha / beta): -5.15 / -5.15 eV
- Gap between HOMO and LUMO (alpha / beta): 0.268 / 0.268 hartree

***

2.
Density functional theory data (the ωB97M-V functional and the def2-TZVPD basis) for a single C17H18O5 molecule.

The geometry in ORCA input format:
```
! wB97M-V def2-TZVPD RIJCOSX def2/J DEFGRID3
* xyz 0 1
C 1.758 3.555 -0.529
C 1.648 2.974 0.877
O 1.097 1.672 0.889
C 1.859 0.620 0.497
C 3.203 0.659 0.191
C 3.888 -0.505 -0.177
C 5.319 -0.386 -0.496
O 5.949 0.645 -0.475
O 5.898 -1.556 -0.824
C 3.215 -1.715 -0.236
C 1.865 -1.769 0.069
C 1.174 -0.622 0.430
O -0.142 -0.568 0.745
C -0.913 -1.745 0.675
C -2.367 -1.361 0.940
O -2.919 -0.911 -0.275
C -4.186 -0.409 -0.277
C -5.024 -0.350 0.831
C -6.299 0.176 0.701
C -6.753 0.642 -0.518
C -5.919 0.583 -1.623
C -4.647 0.063 -1.508
H 2.450 2.978 -1.137
H 2.109 4.581 -0.474
H 0.782 3.540 -1.009
H 2.621 2.989 1.383
H 0.943 3.566 1.468
H 3.772 1.573 0.226
H 6.835 -1.405 -1.021
H 3.743 -2.611 -0.520
H 1.356 -2.718 0.021
H -0.576 -2.468 1.431
H -0.846 -2.199 -0.321
H -2.386 -0.566 1.696
H -2.919 -2.235 1.311
H -4.698 -0.709 1.794
H -6.941 0.217 1.569
H -7.749 1.050 -0.608
H -6.262 0.944 -2.581
H -3.983 0.009 -2.356
*
```

Properties
- Structure (SMILES): CCOc1cc(C(=O)O)ccc1OCCOc1ccccc1
- Energy: -28158.304 eV
- HOMO: -8.34 eV
- Gap between HOMO and LUMO: 0.333 hartree

***

3.
Density functional theory data (the ωB97M-V functional and the def2-TZVPD basis) for a molecular structure, C44H48F5IN5O3STeTi.

The geometry in ORCA input format:
```
! wB97M-V def2-TZVPD RIJCOSX def2/J DEFGRID3
* xyz -1 1
Ti 0.522 0.049 0.502
C 4.334 -0.201 4.764
C 2.965 -0.486 5.395
C 1.964 -0.869 4.355
C 1.557 -2.106 3.980
C 1.978 -3.432 4.525
C 3.059 -4.078 3.652
C 0.697 -1.931 2.829
C -0.016 -2.937 2.218
C -0.851 -2.782 1.116
C -1.537 -3.876 0.459
C -1.609 -5.280 0.969
C -2.666 -5.453 2.063
C -2.091 -3.353 -0.667
C -1.731 -1.952 -0.682
C -1.977 -1.095 -1.735
C -1.596 0.237 -1.810
N -0.874 0.905 -0.856
C -0.865 2.214 -1.244
C -0.412 3.271 -0.464
C 0.043 3.177 0.832
N 0.195 2.009 1.520
C 0.847 2.339 2.659
C 1.417 1.433 3.543
C 1.348 0.064 3.437
N 0.627 -0.605 2.487
C 1.031 3.776 2.756
C 0.531 4.299 1.611
C 0.565 5.723 1.152
C 1.801 6.013 0.294
C 1.672 4.487 3.904
C 0.757 4.575 5.128
C -1.529 2.371 -2.508
C -2.001 1.138 -2.855
C -2.866 0.773 -4.020
C -4.352 0.694 -3.657
C -1.715 3.668 -3.231
C -2.927 4.462 -2.736
N -1.019 -1.624 0.435
C -2.927 -4.036 -1.703
C -4.419 -3.728 -1.551
H 5.056 0.110 5.522
H 4.261 0.575 4.002
H 4.714 -1.088 4.258
H 2.618 0.397 5.941
H 3.053 -1.287 6.133
H 1.113 -4.098 4.598
H 2.353 -3.304 5.544
H 2.724 -4.158 2.617
H 3.316 -5.074 4.018
H 3.961 -3.465 3.643
H 0.099 -3.936 2.619
H -0.632 -5.580 1.357
H -1.826 -5.957 0.140
H -2.461 -4.789 2.904
H -2.689 -6.480 2.434
H -3.658 -5.204 1.681
H -2.532 -1.490 -2.578
H -0.450 4.259 -0.905
H 1.994 1.837 4.365
H 0.559 6.385 2.021
H -0.342 5.955 0.587
H 2.712 5.848 0.870
H 1.800 7.043 -0.067
H 1.843 5.342 -0.565
H 1.962 5.492 3.589
H 2.601 3.978 4.176
H -0.157 5.120 4.884
H 1.250 5.086 5.957
H 0.464 3.580 5.464
H -2.545 -0.187 -4.435
H -2.728 1.508 -4.817
H -4.520 -0.045 -2.872
H -4.954 0.417 -4.525
H -4.711 1.654 -3.283
H -1.825 3.469 -4.300
H -0.813 4.277 -3.127
H -3.847 3.894 -2.886
H -3.022 5.412 -3.266
H -2.842 4.671 -1.668
H -2.770 -5.115 -1.642
H -2.595 -3.735 -2.701
H -4.782 -4.061 -0.577
H -5.008 -4.224 -2.324
H -4.601 -2.654 -1.618
F 5.865 -0.278 0.551
Te 4.010 0.128 0.106
F 4.587 1.664 -0.960
F 3.497 -1.004 1.643
F 2.871 -3.695 0.024
F 4.155 1.407 1.478
O 2.027 0.807 0.128
S 2.636 -3.551 -1.563
C 1.580 -2.122 -1.563
N 1.199 -1.407 -0.670
I -2.437 -0.448 -8.705
C -1.214 -0.602 -7.019
C -0.493 0.507 -6.598
C 0.294 0.406 -5.462
C 0.357 -0.789 -4.757
C -0.370 -1.891 -5.189
C -1.159 -1.802 -6.327
C 1.211 -0.828 -3.529
O 1.186 -2.052 -2.949
O 1.857 0.101 -3.141
H -0.550 1.438 -7.143
H 0.861 1.253 -5.097
H -0.320 -2.814 -4.628
H -1.729 -2.656 -6.664
*
```

Properties
- Energy: -122941.458 eV
- HOMO: -4.29 eV
- Gap between HOMO and LUMO: 0.212 hartree

***

4.
Density functional theory data (the ωB97M-V functional and the def2-TZVPD basis) for a molecular structure, C51H38Cl5CoN4Sb.

The geometry in ORCA input format:
```
! wB97M-V def2-TZVPD RIJCOSX def2/J DEFGRID3
* xyz 0 2
Co -1.863 -0.974 0.821
C -5.352 -3.610 0.073
C -4.252 -3.030 0.720
N -3.679 -1.923 0.298
C -4.174 -1.332 -0.813
C -5.273 -1.825 -1.520
C -5.865 -3.007 -1.045
C -5.743 -1.108 -2.675
C -5.151 0.038 -3.066
C -4.020 0.569 -2.353
C -3.377 1.768 -2.705
C -2.317 2.203 -1.954
C -1.882 1.427 -0.872
N -2.445 0.283 -0.544
C -3.524 -0.130 -1.251
H -5.782 -4.520 0.468
H -3.831 -3.485 1.609
H -6.718 -3.426 -1.565
H -6.591 -1.504 -3.219
H -5.518 0.582 -3.927
H -3.732 2.338 -3.555
H -1.805 3.129 -2.177
H -1.046 1.736 -0.259
C -2.321 -2.732 6.054
C -3.134 -2.035 5.171
C -2.783 -1.941 3.832
C -1.626 -2.559 3.380
C -0.811 -3.264 4.256
C -1.162 -3.344 5.593
N -1.299 -2.431 1.986
N -0.612 -3.360 1.523
C -0.343 -3.190 0.156
C 0.409 -4.170 -0.489
C 0.670 -4.019 -1.838
C 0.168 -2.902 -2.507
C -0.593 -1.948 -1.840
C -0.870 -2.052 -0.475
H -2.584 -2.789 7.103
H -4.036 -1.552 5.522
H -3.403 -1.388 3.137
H 0.094 -3.722 3.884
H -0.522 -3.880 6.282
H 0.778 -5.022 0.070
H 1.259 -4.755 -2.369
H 0.378 -2.776 -3.564
H -0.957 -1.096 -2.409
Cl 0.939 -0.266 2.531
C -0.464 0.701 2.948
C -1.659 0.488 2.272
C -2.698 1.328 2.658
Cl -4.279 1.102 1.928
C -2.582 2.326 3.624
Cl -3.910 3.354 4.027
C -1.361 2.496 4.271
Cl -1.175 3.719 5.470
C -0.291 1.671 3.936
Cl 1.226 1.886 4.726
C 4.819 0.238 -2.755
C 3.495 0.317 -3.472
C 3.487 0.051 -4.845
C 2.333 0.136 -5.603
C 1.142 0.502 -4.993
C 1.133 0.750 -3.630
C 2.289 0.658 -2.847
Sb 1.815 1.050 -0.771
C 2.175 3.174 -0.906
C 2.880 3.707 -1.986
C 3.048 5.076 -2.129
C 2.502 5.935 -1.185
C 1.813 5.417 -0.102
C 1.645 4.040 0.060
C 0.924 3.544 1.293
C 3.604 0.581 0.304
C 4.350 1.584 0.915
C 5.448 1.267 1.707
C 5.799 -0.061 1.890
C 5.050 -1.065 1.289
C 3.947 -0.763 0.499
C 3.134 -1.860 -0.132
H 5.623 0.563 -3.417
H 5.044 -0.787 -2.449
H 4.842 0.857 -1.863
H 4.423 -0.212 -5.327
H 2.364 -0.075 -6.665
H 0.229 0.587 -5.569
H 0.191 1.021 -3.160
H 3.299 3.046 -2.736
H 3.601 5.469 -2.974
H 2.621 7.007 -1.287
H 1.407 6.086 0.649
H 1.223 4.118 2.171
H 1.137 2.495 1.506
H -0.162 3.649 1.197
H 4.082 2.624 0.768
H 6.023 2.055 2.176
H 6.653 -0.319 2.504
H 5.328 -2.103 1.435
H 3.599 -2.834 0.012
H 3.008 -1.705 -1.208
H 2.130 -1.901 0.299
*
```

Properties
- Energy: -166241.155 eV
- HOMO (alpha / beta): -7.73 / -7.64 eV
- Gap between HOMO and LUMO (alpha / beta): 0.264 / 0.260 hartree

***

5.
Density functional theory data (the ωB97M-V functional and the def2-TZVPD basis) for 2 unconnected molecules or ions with the total composition C7H7IOP2 at a distorted geometry.

The geometry in ORCA input format:
```
! wB97M-V def2-TZVPD RIJCOSX def2/J DEFGRID3
* xyz 0 1
C 1.837 -0.139 -2.211
C 2.451 0.173 -1.012
C 0.477 -0.184 -2.386
C 1.628 0.527 0.049
C -0.354 -0.133 -1.262
C 0.265 0.276 -0.068
C -0.541 0.523 1.108
O -0.233 1.124 2.101
P -2.520 -0.102 3.069
P -2.330 -0.319 1.051
I -0.992 -3.673 1.082
H 2.383 -0.178 -3.052
H 3.536 0.369 -0.980
H 0.096 -0.449 -3.303
H 2.012 1.206 0.840
H -1.423 -0.177 -1.284
H -3.926 -0.070 3.107
H -2.367 1.226 3.151
*
```

Properties
- Energy: -36095.375 eV
- HOMO (alpha / beta): -9.29 / -8.35 eV
- Gap between HOMO and LUMO (alpha / beta): 0.267 / 0.207 hartree

***

6.
Density functional theory data (the ωB97M-V functional and the def2-TZVPD basis) for a molecular structure, C5H7Br at a distorted geometry.

The geometry in ORCA input format:
```
! wB97M-V def2-TZVPD RIJCOSX def2/J DEFGRID3
* xyz 0 1
C 0.001 1.830 -0.014
C 1.068 1.166 0.894
C 0.534 1.219 -1.046
C 1.591 0.489 -0.118
C -1.466 -1.869 0.110
Br 3.028 -0.706 -0.039
H -0.723 2.627 0.041
H 1.599 1.348 1.856
H -0.723 -1.095 -0.048
H 0.333 1.295 -2.130
H -1.438 -2.739 -0.503
H -2.386 -1.368 -0.098
H -1.418 -2.196 1.094
*
```

Properties
- Energy: -75336.473 eV
- HOMO: -8.06 eV
- Gap between HOMO and LUMO: 0.301 hartree

***

7.
Density functional theory data (the ωB97M-V functional and the def2-TZVPD basis) for a single C4H6N2O molecule at a distorted geometry.

The geometry in ORCA input format:
```
! wB97M-V def2-TZVPD RIJCOSX def2/J DEFGRID3
* xyz 0 1
H 2.360 -1.535 -0.303
N 2.414 -0.473 -0.213
C 1.258 -0.097 0.076
C 0.868 1.351 0.075
O -0.593 1.262 0.049
C -1.053 0.035 0.070
C -2.281 -0.445 -0.157
N 0.157 -0.773 0.435
H 1.081 1.857 0.979
H 1.222 1.844 -0.827
H -2.612 -1.514 -0.167
H -3.116 0.274 -0.327
H 0.294 -1.786 0.309
*
```

Properties
- Structure (SMILES): [H]/N=C1/COC(=C)N1
- Energy: -9271.478 eV
- HOMO: -8.75 eV
- Gap between HOMO and LUMO: 0.352 hartree

***

8.
Density functional theory data (the ωB97M-V functional and the def2-TZVPD basis) for a single C5H8O2S molecule at a distorted geometry.

The geometry in ORCA input format:
```
! wB97M-V def2-TZVPD RIJCOSX def2/J DEFGRID3
* xyz 0 1
C -3.073 -0.150 -0.003
S -1.557 -1.100 -0.023
C -0.409 0.231 -0.022
C 0.929 0.218 0.033
C 1.778 1.444 -0.015
C 1.742 -1.070 -0.038
O 2.953 -1.139 -0.023
O 0.983 -2.169 0.010
H -3.170 0.625 -0.786
H -3.021 0.423 0.929
H -3.912 -0.853 -0.083
H -0.923 1.193 -0.038
H 1.169 2.386 -0.120
H 2.337 1.470 0.960
H 2.586 1.414 -0.824
H 1.586 -2.924 0.043
*
```

Properties
- Structure (SMILES): CS/C=C(/C)C(=O)O
- Energy: -20244.697 eV
- HOMO: -8.38 eV
- Gap between HOMO and LUMO: 0.336 hartree

***

9.
Density functional theory data (the ωB97M-V functional and the def2-TZVPD basis) for 10 unconnected molecules or ions with the total composition C7H20Cl3O15 at a distorted geometry.

The geometry in ORCA input format:
```
! wB97M-V def2-TZVPD RIJCOSX def2/J DEFGRID3
* xyz -1 1
Cl 1.166 -0.533 -0.872
O 1.402 -1.949 -0.616
O 2.346 0.029 -1.461
O 0.085 -0.246 -1.771
O 0.912 0.048 0.470
C -2.193 -1.250 1.994
C -2.579 -1.837 3.162
C -4.011 -1.780 3.669
O -4.448 -2.226 4.683
C -4.914 -1.243 2.644
C -4.559 -0.831 1.433
C -3.109 -0.710 0.992
O -2.749 -0.257 -0.074
O -5.498 -0.212 0.627
O -1.708 -2.237 4.119
H -1.154 -1.080 1.753
H -5.959 -1.109 2.883
H -5.197 0.182 -0.194
H -2.153 -2.471 4.937
O 5.126 0.897 -2.681
H 4.301 0.517 -2.382
H 4.931 1.238 -3.554
O 2.236 2.162 -3.815
H 2.523 3.038 -3.555
H 2.053 1.714 -2.990
O 1.613 -1.698 3.729
H 1.609 -0.899 4.255
H 1.273 -1.426 2.876
O 3.609 1.891 1.191
H 3.003 2.359 0.617
H 4.013 1.231 0.627
O 2.245 -0.434 -4.962
H 1.935 -0.769 -4.121
H 2.277 0.515 -4.845
O 4.985 -0.455 0.261
H 4.853 -1.037 1.009
H 4.145 -0.461 -0.198
O 0.638 2.035 2.531
H 1.549 2.276 2.363
H 0.377 1.531 1.761
C -2.942 1.063 -3.153
Cl -4.617 0.812 -3.740
Cl -1.949 1.624 -4.517
H -2.990 1.814 -2.365
H -2.480 0.176 -2.721
*
```

Properties
- Energy: -75858.219 eV
- HOMO: -7.64 eV
- Gap between HOMO and LUMO: 0.296 hartree

***

10.
Density functional theory data (the ωB97M-V functional and the def2-TZVPD basis) for 5 unconnected molecules or ions with the total composition C6H13BrClF3N4O5S at a distorted geometry.

The geometry in ORCA input format:
```
! wB97M-V def2-TZVPD RIJCOSX def2/J DEFGRID3
* xyz 0 1
C -3.717 2.269 -3.240
C -2.287 2.023 -2.573
C -2.073 1.643 -1.091
N -0.599 1.577 -1.063
C -0.035 1.873 -2.357
Br 1.866 1.930 -2.860
N -1.066 2.147 -3.356
H -3.900 3.415 -3.245
H -3.739 1.905 -4.323
H -4.555 1.740 -2.666
H -2.833 1.455 -0.264
H -0.054 1.326 -0.222
H -0.947 2.364 -4.362
C -0.783 2.686 3.276
F -1.101 3.639 2.365
F -0.909 3.270 4.488
F -1.769 1.754 3.204
S 0.909 1.964 2.997
O 1.829 3.084 3.107
O 0.865 1.380 1.654
O 1.086 0.964 4.054
O 2.015 -1.905 3.068
H 1.395 -2.132 2.329
H 1.821 -2.433 3.875
H 2.007 -0.937 3.258
C 1.549 -4.224 -0.664
O 1.136 -5.361 -0.618
N 2.764 -3.913 -1.174
N 0.828 -3.157 -0.205
H 3.129 -2.979 -1.222
H 3.325 -4.681 -1.520
H -0.082 -3.350 0.182
H 1.156 -2.205 -0.234
Cl 2.769 -7.129 -0.597
*
```

Properties
- Energy: -124176.804 eV
- HOMO: -4.64 eV
- Gap between HOMO and LUMO: 0.096 hartree

***

11.
Density functional theory data (the ωB97M-V functional and the def2-TZVPD basis) for a single C3H10NO2P molecule at a distorted geometry.

The geometry in ORCA input format:
```
! wB97M-V def2-TZVPD RIJCOSX def2/J DEFGRID3
* xyz 0 3
C 2.704 -0.873 0.209
C -1.990 -1.949 0.217
C -1.587 1.980 0.353
N 1.568 -0.072 0.612
O -0.996 -1.163 0.765
O -0.291 1.440 0.549
P 0.165 0.090 -0.224
H 3.507 -0.246 -0.196
H 3.096 -1.442 1.049
H 2.392 -1.575 -0.564
H -1.656 -2.502 -0.667
H -2.882 -1.364 -0.046
H -2.271 -2.673 0.990
H -1.975 1.750 -0.640
H -1.508 3.062 0.470
H -2.267 1.572 1.103
H 1.666 0.466 1.461
*
```

Properties
- Energy: -18142.173 eV
- HOMO (alpha / beta): -4.04 / -9.37 eV
- Gap between HOMO and LUMO (alpha / beta): 0.187 / 0.260 hartree

***

12.
Density functional theory data (the ωB97M-V functional and the def2-TZVPD basis) for a single C4H5NO molecule at a distorted geometry.

The geometry in ORCA input format:
```
! wB97M-V def2-TZVPD RIJCOSX def2/J DEFGRID3
* xyz 0 1
C 0.338 1.651 -0.380
C 0.469 0.213 0.127
N 0.102 -0.765 -0.892
C -0.530 -1.790 -0.574
C -1.068 -2.305 0.611
O -1.617 -3.152 1.196
H -0.637 2.073 -0.126
H 0.448 1.664 -1.467
H 1.106 2.302 0.046
H 1.509 -0.012 0.389
H -0.152 0.027 1.017
*
```

Properties
- Structure (SMILES): CCN=C=C=O
- Energy: -7763.613 eV
- HOMO: -8.77 eV
- Gap between HOMO and LUMO: 0.297 hartree